Record 1
Density functional theory data (ωB97M-V with the def2-TZVPD basis set) for a 13-piece molecular cluster, C24H50N14O27S overall.

Geometry as XYZ:
```
116
Properties=species:S:1:pos:R:3:forces:R:3:lowdin_charge:R:1
O 6.4570 2.6925 3.0540 -1.3362 0.2211 0.4703 -0.29
S 6.2973 3.3775 1.8079 1.2529 -1.5451 0.0169 0.62
O 7.4858 3.2854 1.0118 -0.4002 0.9788 -1.0193 -0.28
O 5.1226 2.5826 0.9516 0.9092 1.9034 0.8333 -0.17
C 5.8033 5.0760 2.0672 -0.6932 0.4924 -0.8089 -0.20
C 5.3044 5.7857 0.7570 -0.0656 0.5901 0.7788 -0.19
C 3.7997 6.1862 0.8108 -0.2096 -0.4321 -0.6041 -0.17
C 2.9820 5.7843 -0.4789 -0.4976 -0.4466 1.1679 -0.12
C 1.9563 4.7229 -0.0560 0.5144 0.8078 -0.7031 -0.18
C 2.2087 3.4114 -0.2991 -0.3922 -0.7677 0.1393 -0.03
C 1.2921 2.3805 0.1145 1.0924 0.9287 -0.3382 -0.04
C 0.1681 2.7632 0.7652 -0.4287 -0.7237 0.0704 -0.02
C -0.1307 4.1294 1.0248 -0.3465 -0.4818 0.2115 -0.21
N -1.2891 4.4131 1.6903 0.2802 0.7223 -0.0991 0.14
C -1.4664 5.6928 1.9154 0.0892 -0.1618 0.1454 -0.11
C -0.5293 6.6887 1.5166 -0.1767 0.9583 0.1040 -0.11
N 0.5857 6.4698 0.8574 -1.1274 -0.9827 0.6215 0.15
C 0.7607 5.1346 0.6218 1.2358 -0.2224 -0.6472 -0.18
H 5.1759 3.0228 0.0844 -0.2801 -0.4087 -0.0992 0.07
H 5.0263 5.0979 2.8421 0.2484 -0.2439 -0.1674 0.11
H 6.6822 5.6212 2.4391 0.0279 -0.7274 0.0725 0.11
H 5.8765 6.7237 0.7104 0.0538 -0.4596 -0.3432 0.11
H 5.5619 5.1838 -0.1276 -0.1159 0.2837 0.1733 0.10
H 3.6422 7.2606 0.9707 0.4239 -0.2554 0.0804 0.11
H 3.3538 5.6811 1.6810 -0.0334 0.1887 -0.3267 0.10
H 3.6366 5.3562 -1.2515 -0.1826 0.2552 0.1684 0.11
H 2.4359 6.6514 -0.8684 0.3481 -0.1907 -0.0243 0.10
H 3.1374 3.1546 -0.8104 -0.3243 -0.0983 -0.0168 0.10
H 1.5470 1.3428 -0.0913 -0.2442 0.1907 0.1026 0.09
H -0.5149 1.9791 1.0873 -0.0820 0.4717 0.0436 0.09
H -2.3572 6.0000 2.4666 0.1996 -0.0970 -0.1584 0.11
H -0.7557 7.7276 1.7811 0.0807 -0.3000 -0.1263 0.11
C 0.8569 -2.2134 1.0599 0.0726 -0.2599 -0.0921 0.05
N -0.1217 -1.1730 0.6457 0.1333 -0.1921 -0.0376 -0.42
O -0.6651 -1.3061 -0.4368 -0.0279 0.0790 0.0539 0.04
O -0.3107 -0.2574 1.4156 -0.1181 -0.0794 -0.0465 0.06
H 0.9192 -2.9578 0.2742 -0.0733 0.0508 -0.0045 0.09
H 1.8128 -1.7219 1.2061 -0.0517 0.0604 0.1453 0.07
H 0.4980 -2.6574 1.9845 0.0373 0.1322 0.0520 0.11
C 1.7826 -2.3719 -3.2738 0.0595 -0.3108 -0.0271 0.05
N 2.1591 -1.3715 -2.2436 -0.0287 -0.0294 -0.0788 -0.44
O 2.9089 -1.7230 -1.3540 -0.0410 0.0905 0.0598 0.06
O 1.6841 -0.2609 -2.3601 0.0778 0.0103 0.0386 0.06
H 2.2757 -3.3117 -3.0492 0.0642 0.0913 0.0881 0.10
H 0.7025 -2.4806 -3.2388 0.0069 0.1371 -0.0779 0.08
H 2.1069 -1.9864 -4.2370 -0.1389 0.0697 0.0047 0.10
C 5.2634 -0.0810 2.5522 0.0551 0.2461 -0.0203 0.04
N 4.0289 -0.8120 2.9397 0.0987 0.1013 -0.0678 -0.44
O 2.9673 -0.2341 2.8058 -0.0360 -0.1228 0.0120 0.06
O 4.1634 -1.9416 3.3636 -0.1121 0.0254 -0.0386 0.06
H 5.0016 0.9104 2.1994 -0.1712 -0.4398 0.1619 0.04
H 5.8895 -0.0116 3.4371 0.0342 -0.1158 -0.0418 0.10
H 5.7522 -0.6545 1.7686 0.0161 -0.0881 0.1048 0.11
C 9.5895 3.3801 3.1952 0.0738 -0.1844 0.0637 0.04
N 9.9079 4.4550 4.1712 0.0741 -0.1387 -0.0476 -0.45
O 10.6738 4.1951 5.0741 -0.0514 0.1481 0.0120 0.07
O 9.3686 5.5317 3.9923 -0.0046 -0.0277 0.0464 0.05
H 10.1331 2.4836 3.4735 0.0271 0.0826 0.0864 0.10
H 8.5153 3.2150 3.2357 0.3017 0.0469 0.0013 0.05
H 9.8940 3.7287 2.2131 -0.1421 0.0646 0.0064 0.10
C -1.2641 0.6841 -4.7681 0.3903 -0.0735 0.0583 0.04
N -0.8017 -0.6634 -5.1948 0.0441 0.3302 0.0825 -0.43
O -0.1983 -0.7552 -6.2444 -0.0026 -0.2059 0.0689 0.07
O -1.0613 -1.5944 -4.4558 -0.0270 -0.1448 -0.0844 0.03
H -0.9656 1.4063 -5.5153 0.0036 -0.1162 -0.0616 0.09
H -2.3404 0.6427 -4.6767 0.0408 -0.1452 0.1387 0.08
H -0.7953 0.8976 -3.8096 -0.0777 -0.1269 0.0458 0.11
C -1.4595 2.4215 5.3284 -0.0420 -0.2297 -0.0209 0.05
N -2.1478 3.7059 5.6305 -0.0311 -0.1342 -0.0153 -0.45
O -3.2405 3.6509 6.1532 0.0449 0.0983 -0.0224 0.07
O -1.5604 4.7239 5.3265 -0.0252 0.0607 0.0097 0.05
H -2.0954 1.6042 5.6499 -0.0443 0.0846 0.0157 0.09
H -1.2927 2.3862 4.2545 0.0861 0.0888 0.0298 0.09
H -0.5188 2.4193 5.8718 0.0302 0.0750 -0.1010 0.10
C -3.2414 -3.5535 -0.0364 0.0045 0.0033 -0.2597 0.05
N -2.8737 -4.1291 1.2829 0.0577 0.0816 -0.2426 -0.44
O -1.8739 -4.8186 1.3431 -0.0464 0.0158 0.1525 0.05
O -3.6032 -3.8707 2.2186 0.1265 -0.1129 0.0378 0.05
H -2.5050 -3.8667 -0.7684 0.0627 -0.0018 0.1115 0.10
H -4.2324 -3.9292 -0.2951 0.2078 0.1984 0.1445 0.06
H -3.2455 -2.4716 0.0684 -0.0854 -0.0275 0.0501 0.10
C -1.8693 -3.9700 -6.6137 0.0673 0.1678 -0.1014 0.04
N -3.1295 -4.6788 -6.2623 0.0173 0.0885 -0.0445 -0.45
O -4.1684 -4.0587 -6.3550 -0.0006 -0.0950 0.0348 0.07
O -3.0269 -5.8346 -5.9051 -0.0425 0.0380 0.0092 0.06
H -2.1106 -2.9562 -6.9111 -0.0518 -0.0367 0.0431 0.08
H -1.2361 -3.9721 -5.7321 0.0102 -0.0483 -0.0420 0.09
H -1.4059 -4.5129 -7.4330 0.0138 -0.0805 0.0925 0.10
C -5.6347 -3.1882 4.7158 0.1139 -0.1235 -0.2397 0.04
N -6.5302 -1.9989 4.7191 0.0344 -0.0483 -0.0351 -0.45
O -6.6926 -1.4145 3.6689 -0.0386 0.0383 0.0838 0.07
O -7.0372 -1.6973 5.7807 0.0000 0.0201 -0.0521 0.06
H -5.2565 -3.3390 3.7111 -0.0670 0.0965 0.0463 0.06
H -4.8225 -2.9877 5.4087 -0.0935 -0.0309 0.0806 0.10
H -6.2244 -4.0413 5.0396 0.0150 0.0690 0.1303 0.10
C -5.9499 -6.8362 -0.7757 -0.3556 0.4976 -0.1007 0.02
N -6.6392 -5.5456 -0.4862 0.0811 -0.1264 -0.0044 -0.42
O -7.7347 -5.5930 0.0233 0.0375 0.1478 -0.0431 0.09
O -6.0460 -4.5212 -0.7854 -0.3290 -0.0889 0.0000 0.03
H -6.5897 -7.6418 -0.4618 -0.1409 0.1543 0.0489 0.08
H -5.7722 -6.8740 -1.8445 0.0934 0.0856 0.0132 0.10
H -5.0168 -6.8398 -0.2199 0.0024 0.0620 -0.0527 0.10
C -5.2699 3.0122 -6.1735 -0.1833 0.0541 -0.1096 0.05
N -3.8136 2.8436 -6.4288 -0.1491 0.0777 -0.0514 -0.43
O -3.3999 3.1117 -7.5336 0.0991 -0.0373 0.0876 0.09
O -3.1349 2.4439 -5.4995 -0.3486 0.4263 -0.2577 0.03
H -5.7409 3.3703 -7.0821 0.0983 -0.0149 -0.0167 0.10
H -5.6661 2.0420 -5.8865 0.0505 0.0397 0.1116 0.10
H -5.3787 3.7336 -5.3685 0.0330 -0.1097 0.0695 0.10
C -3.9691 -10.9194 -0.8975 0.1464 -0.1322 -0.1493 0.05
N -4.8190 -9.7009 -0.9870 0.1609 -0.3798 0.1657 -0.42
O -4.9273 -9.1746 -2.0735 -0.0815 0.0433 0.0827 0.08
O -5.3442 -9.3255 0.0459 0.2720 -0.4920 -0.2052 0.04
H -3.5703 -11.1360 -1.8823 -0.0569 0.0821 -0.0035 0.10
H -3.1703 -10.7091 -0.1917 -0.1009 -0.0242 0.0831 0.10
H -4.5994 -11.7313 -0.5457 0.0207 0.0662 0.1136 0.10
```
Forces are in eV/Å.

Summary:
LUMO: -0.0140 hartree
DFT total energy: -4139.58160 a.u.
maximum force: 2.3 eV/Å
frontier orbital gap: 8.62 eV
total charge: 0

Record 2
Density functional theory data (ωB97M-V with the def2-TZVPD basis set) for an isolated ion of composition C3H2Br5N2O and charge +1.

Geometry as XYZ:
```
13
Properties=species:S:1:pos:R:3:forces:R:3:lowdin_charge:R:1
O 0.5863 -1.2754 -1.3433 -0.4487 -0.3670 -1.3392 -0.05
N -0.1728 -0.1758 -0.9086 0.8665 -2.4024 -0.6028 -0.20
C 0.4758 0.4959 0.0474 -3.2625 0.4832 0.1026 -0.78
Br 2.2242 0.8143 0.0630 0.7159 0.0766 0.2908 1.12
N -0.4864 0.9640 0.8864 3.2144 1.4150 0.5683 -0.01
C -1.7914 0.8092 0.4118 -1.5823 -1.1187 -1.2170 -1.24
Br -2.2740 2.3429 -0.7959 0.2695 -0.6463 0.8019 0.72
Br -3.1748 0.4733 1.7282 0.5186 0.6575 -0.3362 0.77
C -1.5252 -0.4775 -0.4491 -0.2588 -0.6786 0.7596 -1.16
Br -1.2986 -2.1187 0.8306 -0.3680 1.1652 -1.1292 0.70
Br -2.7578 -0.8143 -1.8558 0.3361 -0.2372 0.2945 0.82
H 0.1548 -1.7510 -2.1242 0.3030 1.3922 1.1693 0.16
H -0.2080 1.7890 1.3910 -0.3036 0.2606 0.6375 0.16
```
Forces are in eV/Å.

Summary:
LUMO: -0.1989 hartree
DFT total energy: -13169.98218 a.u.
energy above the lowest of the compared OMol25 structures with the same formula, charge and spin: 0.0 kcal/mol
SMILES string: ON1C(Br)=[NH+]C(Br)(Br)C1(Br)Br
maximum force: 3.6 eV/Å
frontier orbital gap: 8.50 eV
total charge: +1

Record 3
Density functional theory data (ωB97M-V with the def2-TZVPD basis set) for a 3-piece molecular cluster, C4H9NO2 overall.

Geometry as XYZ:
```
16
Properties=species:S:1:pos:R:3:forces:R:3:lowdin_charge:R:1
C -2.3098 0.0081 -0.4775 -1.4543 0.2388 -0.3117 -0.17
C -0.0103 -0.7285 -0.7842 0.3930 0.7321 0.3339 -0.05
N 2.4149 -0.8787 -0.3492 1.4605 0.2851 1.3488 0.01
C 0.1463 0.4007 -0.1240 0.4000 -0.9231 -0.5019 -0.23
C 0.4136 1.4523 0.5792 0.0996 0.1880 0.1441 0.02
O 2.9347 -0.2439 0.8412 -0.4232 -0.6815 -1.3638 -0.15
O -2.7042 -0.6495 0.6588 0.0316 -0.0831 0.3521 -0.08
H 2.9255 -0.9635 1.4816 -0.1089 -0.0067 0.0290 0.08
H -2.4688 -0.1297 1.4359 -0.0071 -0.0433 -0.1158 0.09
H 2.6992 -0.1871 -1.0495 -0.1783 0.1147 0.0469 0.04
H -2.4068 1.0914 -0.4908 0.0494 -0.0221 0.0435 0.07
H -2.6236 -0.5144 -1.3716 0.0092 -0.0106 -0.0067 0.07
H 0.1443 -0.7764 -1.8541 -0.0248 0.0346 0.0020 0.09
H -0.2621 -1.6429 -0.2653 -0.0969 0.0456 0.0010 0.09
H -0.3236 2.2108 0.8133 -0.0068 0.0113 -0.0252 0.06
H 1.4308 1.5511 0.9562 -0.1430 0.1203 0.0237 0.05
```
Forces are in eV/Å.

Summary:
LUMO (spin up / spin down): 0.0220 / 0.0296 hartree
DFT total energy: -362.75253 a.u.
energy above the lowest of the compared OMol25 structures with the same formula, charge and spin: 209.0 kcal/mol
maximum force: 2.0 eV/Å
frontier orbital gap (spin up / spin down): 6.80 / 9.05 eV
total charge: 0